# C30H35CaN5S5

C30H35CaN5S5 as an isolated structure (wB97M-V/def2-TZVPD, the OMol25 dataset).

Geometry as XYZ:
```
76
Properties=species:S:1:pos:R:3:mulliken_charge:R:1
S 2.096 0.425 -2.029 -0.16
H 0.538 -0.454 3.431 0.23
H 5.646 5.727 1.559 0.20
H -4.702 -0.951 4.134 0.39
S 3.204 -3.050 0.511 -0.32
H -0.114 -1.818 -1.867 0.22
C -3.933 -0.301 3.738 -0.74
C -0.888 -2.742 -0.212 -1.11
H 7.402 0.574 -0.148 0.36
H 4.430 6.719 0.863 0.20
H 3.275 -3.655 -1.759 0.53
H -1.233 -3.739 -0.520 0.46
C -0.291 2.689 -3.972 -1.04
C 5.983 1.424 -1.518 -0.66
H 3.808 1.410 1.643 0.69
H -1.217 -3.324 1.838 0.43
Ca 0.776 0.464 0.495 1.09
H 2.017 -3.058 2.824 0.61
C 1.758 2.099 -2.669 -0.32
H 2.285 5.774 0.097 0.37
C 2.630 -2.970 -1.205 0.14
H -1.545 1.896 4.716 0.44
C -2.554 2.242 -0.446 -0.75
H 0.003 -2.101 3.787 0.47
C 1.892 3.686 0.347 -0.94
H 0.336 2.802 -4.847 0.46
H 4.375 2.030 -2.791 0.34
C 5.440 -0.267 0.098 -0.77
C 4.674 1.393 -1.966 -0.92
C 1.162 -3.343 -1.393 -1.07
H -3.592 2.541 -0.571 0.47
H 2.215 2.815 -1.988 0.24
C 3.958 4.722 0.975 0.88
H 5.341 3.330 1.875 0.38
C 3.509 2.391 1.296 -1.02
C -1.771 2.387 -1.704 0.33
C -3.731 -0.220 2.374 -0.34
H 0.952 -4.211 -0.767 0.32
S 2.877 -1.151 1.339 0.15
N -0.453 2.154 -1.649 0.77
H -2.070 2.795 0.362 0.23
C 4.101 -0.309 -0.298 0.17
C -2.161 1.289 4.066 -0.79
S -0.514 2.290 2.155 -0.37
N 2.294 2.474 0.743 0.81
C 0.275 2.315 -2.758 0.19
C -2.726 0.591 1.842 -0.45
H -4.350 -0.798 1.697 0.41
H 0.886 3.745 -0.051 0.42
C -1.879 1.342 2.688 0.84
H 2.203 2.196 -3.656 0.54
N 0.226 -2.271 -1.030 0.32
H -2.125 3.189 -4.971 0.42
H 2.834 -1.967 -1.556 -0.39
H 1.012 -3.656 -2.434 0.49
H 5.747 -0.914 0.918 0.31
H -1.104 -1.036 1.962 -0.64
C 1.964 -1.972 2.889 -1.51
H 6.696 2.093 -1.983 0.43
C 3.761 0.538 -1.348 1.01
H -1.723 -2.051 -0.322 0.21
N -0.201 -1.460 1.772 0.64
C 4.363 3.462 1.428 -0.85
C -0.456 -2.800 1.245 -0.60
H 2.554 -1.661 3.752 0.53
C 2.671 4.819 0.431 -0.74
H -3.314 0.455 5.654 0.38
N 4.790 5.801 1.041 -0.48
H -3.474 2.923 -2.889 0.46
C 6.373 0.575 -0.488 -0.84
S -2.510 0.494 0.079 0.06
C 0.533 -1.481 3.049 -0.51
C -3.151 0.479 4.584 -0.53
C -2.405 2.759 -2.886 -0.91
H 0.472 -3.373 1.301 0.35
C -1.655 2.910 -4.037 -0.61
```

## Properties
HOMO = -6.21 eV
Gap between HOMO and LUMO = 6.52 eV
Net charge = 0
Relative energy (zero: lowest compared OMol25 entry of this formula, charge and spin) = 217.6 kJ/mol